1.
This record from the Open Molecules 2025 dataset describes an isolated ion of composition C5H12NO2 and charge -1 in a non-equilibrium geometry. The level of theory is wB97M-V/def2-TZVPD.

```
20
Properties=species:S:1:pos:R:3:nbo_charge:R:1
H 0.709 0.399 1.771 0.219
H -1.990 0.908 0.871 0.329
N -1.723 0.062 0.480 -0.728
H -2.575 -1.825 0.068 0.061
C 0.581 -0.518 -0.171 -0.414
H -1.000 0.110 -1.481 0.230
H 3.267 -0.189 -0.525 0.460
H 1.947 1.783 -0.026 0.154
C -0.650 0.358 -0.475 -0.247
H 1.963 -0.849 1.451 0.193
C -2.874 -0.784 -0.180 0.150
H 0.236 -1.544 -0.024 0.212
O -3.059 -0.584 -1.461 -0.926
H -0.399 1.418 -0.365 0.150
C 1.376 -0.028 1.029 -0.435
C 2.404 1.032 0.628 -0.059
H -3.723 -0.452 0.472 0.058
H 1.163 -0.661 -1.100 0.164
O 3.589 0.473 0.078 -0.729
H 2.711 1.567 1.529 0.157
```

## Properties
Energy above the lowest of the compared OMol25 structures with the same formula, charge and spin in eV: 3.144
E in eV: -10963.8462
HOMO level in eV: -2.62
2S+1: 1
Total charge: -1
Maximum force in eV/Å: 2.5

2.
This record from the Open Molecules 2025 dataset describes a 2-piece molecular cluster, C5H12NO2 overall. The level of theory is wB97M-V/def2-TZVPD.

```
20
Properties=species:S:1:pos:R:3:nbo_charge:R:1
C 1.122 1.173 0.931 -0.232
C 0.763 -0.826 -0.147 -0.077
H 0.844 0.221 2.803 0.177
H 1.236 -1.807 -0.274 0.167
O -2.717 1.018 -2.340 -1.062
C -0.053 -0.477 -1.427 -0.041
H 2.491 -0.317 0.738 0.327
O -1.374 -0.839 -1.367 -0.937
H 0.537 1.804 0.260 0.197
N 1.829 0.164 0.137 -0.619
H 0.464 -0.903 -2.305 0.112
H 1.845 1.825 1.414 0.175
H -3.137 0.304 -2.838 0.438
H 0.032 0.611 -1.504 0.114
H -2.140 0.348 -1.728 0.500
H 0.007 -1.812 1.647 0.181
H -0.688 0.911 2.192 0.205
C 0.234 0.400 1.921 -0.435
H -1.163 -0.936 0.769 0.266
C -0.131 -0.863 1.117 -0.458
```

## Properties
Energy above the lowest of the compared OMol25 structures with the same formula, charge and spin in eV: 2.285
E in eV: -10964.7050
HOMO level in eV: -3.38
2S+1: 1
Total charge: -1
Maximum force in eV/Å: 0.8

3.
This record from the Open Molecules 2025 dataset describes a 2-piece molecular cluster, C5H12NO2 overall in a non-equilibrium geometry. The level of theory is wB97M-V/def2-TZVPD.

```
20
Properties=species:S:1:pos:R:3:nbo_charge:R:1
H 1.067 1.209 0.177 0.167
H -2.971 1.452 -0.413 0.191
H -3.683 -0.073 0.231 0.191
C 0.913 0.157 -0.069 -0.144
C -2.880 0.363 -0.374 -0.603
H -0.960 1.588 -0.466 0.173
H 1.183 -1.694 0.814 0.127
H -1.819 -0.942 0.840 0.149
C -1.590 0.053 0.397 -0.258
C 1.855 -0.156 -1.241 -0.010
H 1.524 -1.172 -1.584 0.084
H 3.042 -0.318 0.563 0.499
O 2.619 -0.407 1.509 -0.798
N -0.486 0.000 -0.506 -0.414
H -2.905 -0.005 -1.392 0.218
H -1.495 0.707 1.264 0.158
C 1.282 -0.653 1.178 -0.063
H 0.636 -0.502 2.042 0.144
O 3.159 -0.105 -0.895 -0.913
H 1.510 0.498 -2.072 0.102
```

## Properties
Energy above the lowest of the compared OMol25 structures with the same formula, charge and spin in eV: 6.339
E in eV: -10960.6514
HOMO level in eV: -3.27
2S+1: 1
Total charge: -1
Maximum force in eV/Å: 5.3

4.
This record from the Open Molecules 2025 dataset describes an isolated ion of composition C5H12NO2 and charge +1 in a non-equilibrium geometry. The level of theory is wB97M-V/def2-TZVPD.

```
20
Properties=species:S:1:pos:R:3:nbo_charge:R:1
H 1.040 1.162 1.951 0.245
H 0.549 -1.366 0.757 0.266
C -0.498 -1.472 0.517 -0.439
N -1.110 -0.191 0.376 -0.315
H 1.862 0.532 -1.410 0.181
O 2.008 -0.155 0.602 -0.530
H 2.475 -1.227 -1.058 0.217
C 2.536 -0.176 -0.763 -0.272
H -2.494 -0.807 -1.258 0.241
H -1.013 -2.108 1.220 0.239
H 3.610 0.265 -0.605 0.235
C -0.395 0.855 0.193 0.689
H -3.193 -0.801 0.296 0.249
H 1.614 1.963 0.516 0.214
H -0.563 -1.915 -0.470 0.214
O -0.800 2.035 -0.092 -0.618
C -2.463 -0.314 -0.258 -0.456
C 1.219 0.891 0.851 -0.108
H -2.959 0.713 -0.511 0.219
H -1.426 2.118 -0.854 0.531
```

## Properties
Energy above the lowest of the compared OMol25 structures with the same formula, charge and spin in eV: 3.184
E in eV: -10955.4357
HOMO level in eV: -14.35
2S+1: 1
Total charge: +1
Maximum force in eV/Å: 5.0